Computed, not measured: a molecular structure, C24H17AuF5N4SSe in a non-equilibrium geometry, with wB97M-V/def2-TZVPD.

ORCA input file:
```
! RIJCOSX wB97M-V def2-TZVPD def2/J DEFGRID3
* xyz 1 3
Au 0.076 -1.237 -0.496
N -2.725 1.252 -2.410
C -2.462 2.595 -2.160
C -3.357 3.615 -2.566
C -3.081 4.948 -2.298
C -1.986 5.324 -1.548
C -1.081 4.367 -1.181
C -1.289 2.992 -1.515
S -0.064 1.849 -1.120
N -0.755 0.328 -1.440
C -1.957 0.159 -2.009
C -2.454 -1.178 -2.105
C -3.538 -1.572 -2.869
C -3.984 -2.906 -2.887
C -3.151 -3.833 -2.157
C -1.998 -3.407 -1.592
N -1.660 -2.109 -1.536
H -3.519 1.040 -3.025
H -4.239 3.223 -3.065
H -3.680 5.734 -2.719
H -1.828 6.406 -1.360
H -0.225 4.713 -0.550
H -4.210 -0.770 -3.163
H -5.068 -3.002 -3.164
H -3.355 -4.876 -2.139
H -1.432 -4.142 -1.007
C -0.758 -2.601 2.385
C 0.538 -3.027 1.824
C 1.614 -3.693 2.490
C 2.664 -3.755 1.631
C 2.347 -3.018 0.468
C 3.189 -2.894 -0.713
N 1.001 -2.653 0.576
H -0.652 -2.793 3.443
H -1.542 -3.264 2.066
H -0.894 -1.528 2.281
H 1.576 -4.116 3.502
H 3.559 -4.209 1.884
H 4.194 -3.267 -0.471
H 3.336 -1.851 -1.091
H 2.911 -3.538 -1.562
F 5.967 2.862 2.340
C 4.691 2.529 2.486
C 4.150 1.343 2.091
F 5.021 0.473 1.529
C 2.841 0.940 2.462
F 2.469 -0.362 2.424
C 1.990 1.933 2.936
Se 0.230 1.552 2.961
C 2.508 3.229 3.320
F 1.811 3.991 4.175
C 3.840 3.486 3.146
F 4.420 4.718 3.496
*
```

## Properties
Expectation value of S² ... 2.037
LUMO energy (spin up / spin down) ... -3.8295 / -4.7966 eV
Energy relative to the best compared isomer or geometry (same formula, charge and spin) ... 0.169 eV
Max |F| ... 4.8 eV/A
Molar mass ... 764.41 g mol⁻¹

***

Computed, not measured: 2 unconnected molecules or ions with the total composition C4H11NS, with wB97M-V/def2-TZVPD.

ORCA input file:
```
! RIJCOSX wB97M-V def2-TZVPD def2/J DEFGRID3
* xyz 0 1
C -2.227 -2.220 -1.148
C -2.723 -1.289 -1.960
N -2.485 0.079 -1.905
H -1.408 -1.941 -0.497
H -2.598 -3.226 -1.255
H -3.522 -1.536 -2.647
H -1.559 0.391 -1.688
H -2.793 0.609 -2.706
C 0.742 1.446 0.328
S 2.318 0.983 1.072
C 1.743 -0.253 2.246
H 0.939 2.102 -0.520
H 0.111 1.945 1.053
H 0.209 0.578 -0.068
H 1.176 0.151 3.079
H 1.111 -1.014 1.784
H 2.656 -0.704 2.628
*
```

## Properties
LUMO energy ... 0.8911 eV
Energy relative to the best compared isomer or geometry (same formula, charge and spin) ... 0.985 eV
Max |F| ... 0.9 eV/A
Molar mass ... 105.21 g mol⁻¹

***

Which value of molar mass does entry 1 give? 764.41 g mol⁻¹

***

Please write out number 2 again, unchanged.
Computed, not measured: 2 unconnected molecules or ions with the total composition C4H11NS, with wB97M-V/def2-TZVPD.

ORCA input file:
```
! RIJCOSX wB97M-V def2-TZVPD def2/J DEFGRID3
* xyz 0 1
C -2.227 -2.220 -1.148
C -2.723 -1.289 -1.960
N -2.485 0.079 -1.905
H -1.408 -1.941 -0.497
H -2.598 -3.226 -1.255
H -3.522 -1.536 -2.647
H -1.559 0.391 -1.688
H -2.793 0.609 -2.706
C 0.742 1.446 0.328
S 2.318 0.983 1.072
C 1.743 -0.253 2.246
H 0.939 2.102 -0.520
H 0.111 1.945 1.053
H 0.209 0.578 -0.068
H 1.176 0.151 3.079
H 1.111 -1.014 1.784
H 2.656 -0.704 2.628
*
```

## Properties
LUMO energy ... 0.8911 eV
Energy relative to the best compared isomer or geometry (same formula, charge and spin) ... 0.985 eV
Max |F| ... 0.9 eV/A
Molar mass ... 105.21 g mol⁻¹

***

What did the first record say?
Computed, not measured: a molecular structure, C24H17AuF5N4SSe in a non-equilibrium geometry, with wB97M-V/def2-TZVPD.

ORCA input file:
```
! RIJCOSX wB97M-V def2-TZVPD def2/J DEFGRID3
* xyz 1 3
Au 0.076 -1.237 -0.496
N -2.725 1.252 -2.410
C -2.462 2.595 -2.160
C -3.357 3.615 -2.566
C -3.081 4.948 -2.298
C -1.986 5.324 -1.548
C -1.081 4.367 -1.181
C -1.289 2.992 -1.515
S -0.064 1.849 -1.120
N -0.755 0.328 -1.440
C -1.957 0.159 -2.009
C -2.454 -1.178 -2.105
C -3.538 -1.572 -2.869
C -3.984 -2.906 -2.887
C -3.151 -3.833 -2.157
C -1.998 -3.407 -1.592
N -1.660 -2.109 -1.536
H -3.519 1.040 -3.025
H -4.239 3.223 -3.065
H -3.680 5.734 -2.719
H -1.828 6.406 -1.360
H -0.225 4.713 -0.550
H -4.210 -0.770 -3.163
H -5.068 -3.002 -3.164
H -3.355 -4.876 -2.139
H -1.432 -4.142 -1.007
C -0.758 -2.601 2.385
C 0.538 -3.027 1.824
C 1.614 -3.693 2.490
C 2.664 -3.755 1.631
C 2.347 -3.018 0.468
C 3.189 -2.894 -0.713
N 1.001 -2.653 0.576
H -0.652 -2.793 3.443
H -1.542 -3.264 2.066
H -0.894 -1.528 2.281
H 1.576 -4.116 3.502
H 3.559 -4.209 1.884
H 4.194 -3.267 -0.471
H 3.336 -1.851 -1.091
H 2.911 -3.538 -1.562
F 5.967 2.862 2.340
C 4.691 2.529 2.486
C 4.150 1.343 2.091
F 5.021 0.473 1.529
C 2.841 0.940 2.462
F 2.469 -0.362 2.424
C 1.990 1.933 2.936
Se 0.230 1.552 2.961
C 2.508 3.229 3.320
F 1.811 3.991 4.175
C 3.840 3.486 3.146
F 4.420 4.718 3.496
*
```

## Properties
Expectation value of S² ... 2.037
LUMO energy (spin up / spin down) ... -3.8295 / -4.7966 eV
Energy relative to the best compared isomer or geometry (same formula, charge and spin) ... 0.169 eV
Max |F| ... 4.8 eV/A
Molar mass ... 764.41 g mol⁻¹

***

Which value of molar mass does entry 2 give? 105.21 g mol⁻¹